1.
Here is a 2-piece molecular cluster, C4H10N2O2 overall from OMol25. Energies are from the ωB97M-V functional and the def2-TZVPD basis.

XYZ file:
```
18
Properties=species:S:1:pos:R:3
O -0.7464 -0.5903 1.7877
C -1.0938 -1.6708 1.2667
O -0.8901 -1.9946 0.0581
C -1.8225 -2.6892 2.1286
H -2.7187 -3.0151 1.6030
H -1.1965 -3.5688 2.2673
H -2.0575 -2.2330 3.0848
C 1.5199 1.9972 -1.3539
C 0.5023 1.1448 -1.2532
N 0.5874 0.0271 -0.3236
N 1.5000 3.1184 -2.1830
H 2.4688 1.8260 -0.8611
H -0.4261 1.2711 -1.7871
H -0.0207 -0.8527 -0.5500
H 1.5483 -0.3000 -0.2528
H 0.2213 0.1999 0.6487
H 0.5557 3.4272 -2.3884
H 2.0684 3.9027 -1.8915
```

Calculated values
Multiplicity: 1
E, eV: -11384.993
ΔE to the lowest compared entry with this formula, charge and spin, kcal per mole: 44.04
Frontier orbital gap, eV: 9.4
HOMO energy, eV: -8.84

***

2.
Here is C21H58FeO14 as an isolated structure from OMol25. Energies are from the ωB97M-V functional and the def2-TZVPD basis.

XYZ file:
```
94
Properties=species:S:1:pos:R:3
Fe 9.2035 13.6736 12.4082
O 10.4151 13.6813 13.9417
C 11.7565 13.6056 13.6621
C 11.9511 13.3703 12.1156
O 10.8869 13.8228 11.3340
H 12.1998 12.7812 14.2060
H 12.3226 14.5077 13.9443
H 12.0547 12.2594 11.9492
H 12.9784 13.7247 11.8033
C 13.5936 13.1580 7.2876
C 12.9990 14.4571 6.7215
O 13.5378 15.5232 7.5236
H 14.6366 13.1514 7.0570
H 13.0386 12.3207 6.9033
H 13.4136 13.1218 8.3787
H 11.9076 14.4390 6.8860
H 13.1331 14.6299 5.6953
H 13.3336 16.3789 7.1527
C 6.2872 13.7765 13.5024
C 6.7769 15.1985 13.5885
O 8.0413 15.2775 12.8664
O 7.3131 12.8431 13.5643
H 5.6897 13.6418 12.6304
H 5.5556 13.6012 14.3176
H 6.8972 15.5904 14.6396
H 6.1047 15.8569 13.0512
H 8.4861 16.0755 13.1544
H 7.7300 12.7956 14.4885
C 9.3969 12.4080 8.9626
C 8.0561 12.7153 9.5349
O 8.0736 13.9183 10.3162
O 10.1352 13.4443 8.4385
H 9.1496 11.6417 8.2360
H 9.9377 11.7856 9.7060
H 7.8826 11.8946 10.2650
H 7.1882 12.8078 8.8456
H 8.5147 14.6245 9.8045
H 10.5068 13.9059 9.2129
C 8.9411 13.5688 17.3241
C 9.2695 12.2235 16.7417
O 9.0141 12.1681 15.3852
O 9.5549 14.7436 16.7654
H 9.1934 13.4596 18.4244
H 7.8643 13.7422 17.2921
H 8.5932 11.4997 17.2323
H 10.3077 11.9748 17.0005
H 9.6842 12.7207 14.8583
H 9.6158 14.6006 15.7920
C 11.6906 18.2848 10.0743
C 11.0260 16.9389 9.8810
O 10.3803 16.4381 11.0182
O 10.6467 19.2951 10.1813
H 12.3893 18.5029 9.2981
H 12.1634 18.3208 11.0061
H 11.8872 16.3189 9.6012
H 10.2845 17.1293 9.0724
H 10.6200 15.4801 11.1819
H 10.7403 19.8746 9.4386
C 8.4068 17.9518 15.5309
C 9.1142 18.4984 14.3061
C 10.6076 18.7478 14.4288
O 8.9462 17.5558 13.2405
H 7.3363 17.8101 15.2880
H 8.4083 18.6688 16.3824
H 8.8083 16.9653 15.8866
H 8.6266 19.4085 13.9974
H 10.8645 19.6233 15.0748
H 11.0704 19.0520 13.5275
H 11.1316 17.9159 14.9099
H 9.5617 17.6262 12.4796
C 14.5522 15.9903 10.5440
C 15.8924 15.4181 10.0274
C 15.8324 13.8600 9.8605
O 16.2675 15.9984 8.8110
H 14.7507 17.0135 10.8660
H 14.1605 15.4200 11.3635
H 13.8586 15.9806 9.7206
H 16.7138 15.6608 10.6868
H 16.9110 13.3760 9.9359
H 15.4942 13.6166 8.8464
H 15.1515 13.3359 10.6179
H 15.4710 15.9490 8.3111
C 12.2287 8.5099 9.8215
C 13.6415 8.5910 9.2685
C 14.3200 9.8584 9.7343
O 14.3777 7.5468 9.8308
H 11.5748 9.2942 9.4634
H 12.2494 8.5601 10.9003
H 11.7512 7.5807 9.5655
H 13.6758 8.4739 8.1880
H 13.8537 10.7303 9.1867
H 15.3337 9.7461 9.3422
H 14.2938 10.0036 10.8014
H 14.0939 6.6789 9.6112
```

Calculated values
Multiplicity: 5
E, eV: -85767.413
Expectation value of S²: 6.01
Frontier orbital gap (alpha / beta), eV: 9.2 / 8.8
HOMO energy (alpha / beta), eV: -8.73 / -8.31

***

3.
Here is C38H35N3PSn as an isolated structure from OMol25. Energies are from the ωB97M-V functional and the def2-TZVPD basis.

XYZ file:
```
78
Properties=species:S:1:pos:R:3
Sn 1.1637 0.1217 0.5078
C 5.1608 1.3667 0.2347
C 4.4037 0.2083 -0.3634
C 4.4298 -1.0467 0.2407
C 3.7681 -2.1377 -0.3170
C 3.7924 -3.4815 0.3617
C 3.0717 -1.9565 -1.5053
C 3.0135 -0.7147 -2.1317
C 2.2791 -0.5462 -3.4370
C 3.6792 0.3613 -1.5445
H 6.2365 1.2126 0.1367
H 4.9491 1.4771 1.3002
H 4.9127 2.3032 -0.2641
H 4.9776 -1.1766 1.1694
H 4.7506 -3.9805 0.2053
H 3.0082 -4.1328 -0.0255
H 3.6509 -3.3801 1.4386
H 2.5503 -2.8002 -1.9473
H 2.9121 -0.8444 -4.2748
H 1.9911 0.4932 -3.5989
H 1.3800 -1.1640 -3.4725
H 3.6536 1.3306 -2.0328
C -0.3097 -5.5034 -0.3735
C -0.3310 -5.4702 1.0182
C -0.3684 -4.2607 1.6881
C -0.3786 -3.0849 0.9473
C -0.3550 -3.1078 -0.4402
C -0.3244 -4.3246 -1.1045
N -0.3990 -1.7776 1.5374
N -0.5261 -1.7333 2.7639
C -0.4911 -0.4020 3.2898
C -1.0791 -0.2242 4.5276
C -1.0747 1.0409 5.0869
C -0.4566 2.0732 4.4002
C 0.1240 1.8039 3.1754
N 0.1105 0.5863 2.6202
H -0.2832 -6.4552 -0.8878
H -0.3176 -6.3942 1.5805
H -0.3818 -4.2179 2.7683
H -0.3639 -2.1727 -0.9878
H -0.3133 -4.3529 -2.1861
H -1.5298 -1.0771 5.0150
H -1.5417 1.2176 6.0464
H -0.4183 3.0763 4.8002
H 0.6088 2.5819 2.6013
C -4.4488 0.5940 2.5202
C -4.1498 -0.5070 1.7260
C -3.1968 -0.3981 0.7241
C -2.5455 0.8147 0.4932
C -2.8569 1.9151 1.2889
C -3.8003 1.8019 2.3026
P -1.2799 0.8763 -0.8192
C -2.2053 1.0016 -2.3763
C -3.5943 1.0169 -2.4421
C -4.2267 1.1437 -3.6737
C -3.4797 1.2540 -4.8363
C -2.0910 1.2335 -4.7751
C -1.4575 1.1008 -3.5516
C -0.4093 2.4445 -0.6190
C -0.8280 3.6937 -1.0748
C -0.0288 4.7989 -0.8276
C 1.1759 4.6481 -0.1413
C 1.5865 3.3955 0.3004
C 0.7983 2.2669 0.0638
H -5.1925 0.5117 3.3023
H -4.6562 -1.4495 1.8900
H -2.9580 -1.2645 0.1158
H -2.3548 2.8608 1.1228
H -4.0362 2.6620 2.9162
H -4.1890 0.9369 -1.5409
H -5.3077 1.1589 -3.7198
H -3.9772 1.3548 -5.7919
H -1.5045 1.3171 -5.6806
H -0.3736 1.0851 -3.5070
H -1.7581 3.8010 -1.6217
H -0.3348 5.7772 -1.1742
H 1.8028 5.5140 0.0321
H 2.5431 3.3056 0.8079
```

Calculated values
Multiplicity: 1
Total charge: +1
E, eV: -59559.177
Frontier orbital gap, eV: 6.8
HOMO energy, eV: -10.47

***

4.
Here is C7H8N2O4Ru as an isolated structure from OMol25. Energies are from the ωB97M-V functional and the def2-TZVPD basis.

XYZ file:
```
22
Properties=species:S:1:pos:R:3
Ru 0.0000 0.0000 -2.3490
O -0.0035 3.0757 -2.2472
C -0.0022 1.9197 -2.2992
C 0.0023 -1.9197 -2.2991
O 0.0038 -3.0757 -2.2467
C 1.9214 0.0022 -2.3372
O 3.0779 0.0036 -2.3053
C -1.9212 -0.0022 -2.3362
O -3.0777 -0.0033 -2.3035
H -0.0007 0.4165 -4.0875
H 0.0001 -0.4167 -4.0875
C -1.0689 0.6868 3.0944
N 0.0000 0.0000 2.2865
C 1.0690 -0.6868 3.0944
C 0.0000 0.0000 0.9593
N 0.0000 0.0000 -0.1923
H -0.9408 0.6044 4.1871
H -2.0375 0.2420 2.8206
H -1.0671 1.7525 2.8206
H 1.0670 -1.7525 2.8205
H 2.0374 -0.2420 2.8205
H 0.9409 -0.6045 4.1871
```

Calculated values
Multiplicity: 6
Total charge: +3
E, eV: -21096.379
Expectation value of S²: 8.79
ΔE to the lowest compared entry with this formula, charge and spin, kcal per mole: 0.00
Frontier orbital gap (alpha / beta), eV: 5.9 / 6.8
HOMO energy (alpha / beta), eV: -17.65 / -24.67

***

5.
Here is a 2-piece molecular cluster, C5H12NOS overall from OMol25. Energies are from the ωB97M-V functional and the def2-TZVPD basis.

XYZ file:
```
20
Properties=species:S:1:pos:R:3
C -0.4671 0.2126 1.1525
N -1.3760 1.0553 0.3950
C -2.4759 0.2852 -0.3118
O -2.0866 -0.2876 -1.4524
C 0.1400 -0.9937 0.3478
C 0.8631 -0.6783 -0.9716
C 2.0177 0.4055 -0.8466
S 3.0389 0.5099 0.6437
H 0.4173 0.8068 1.3981
H -0.8552 -0.1555 2.1113
H -0.8217 1.5207 -0.3264
H -3.3187 1.0089 -0.3798
H -2.7370 -0.4639 0.4864
H 0.7495 -1.6063 1.0192
H -0.8274 -1.5343 0.2256
H 1.4585 -1.5658 -1.2223
H 0.1768 -0.3425 -1.7639
H 2.7206 0.0986 -1.6220
H 1.5199 1.3238 -1.1753
H 1.8633 0.4007 2.2925
```

Calculated values
Multiplicity: 1
Total charge: -1
E, eV: -19749.133
ΔE to the lowest compared entry with this formula, charge and spin, kcal per mole: 117.54
Frontier orbital gap, eV: 4.9
HOMO energy, eV: -2.77

***

6.
Here is C27H73F3HgN5O22S3Zn as an isolated structure from OMol25. Energies are from the ωB97M-V functional and the def2-TZVPD basis.

XYZ file:
```
135
Properties=species:S:1:pos:R:3
Hg 3.3427 -3.9446 2.7997
Zn 2.0869 -4.2827 -1.9823
S 1.6270 -6.2749 0.6926
O 2.3038 -5.7417 1.9138
O 0.2090 -6.3824 1.0439
O 1.8182 -5.2841 -0.4387
O 2.2386 -7.5532 0.3014
S 2.0098 -4.3040 5.3261
O 1.5250 -3.8852 4.0194
O 3.4256 -4.6267 5.1183
O 1.8579 -3.2567 6.3675
O 1.2532 -5.5221 5.6444
C 1.3944 -0.3735 0.3826
F 2.6255 0.0088 -0.0526
F 1.2643 0.0622 1.6762
F 0.4753 0.1768 -0.3901
S 1.1774 -2.2897 0.3401
O -0.2083 -2.5608 0.4701
O 1.6291 -2.6432 -1.0048
O 2.0454 -2.7638 1.4408
C 5.1686 -3.8081 -1.9219
C 5.5167 -2.2996 -1.5315
O 4.6900 -1.3983 -2.2870
O 4.0679 -4.3378 -1.2264
H 5.9326 -4.5717 -1.7760
H 4.8638 -3.9677 -2.9562
H 6.5577 -2.2250 -1.8462
H 5.3160 -2.0978 -0.4794
H 5.0722 -0.5773 -1.9684
H 4.1481 -4.2502 -0.2737
C -2.4836 -3.7479 4.5990
C -2.0113 -3.1936 3.2144
O -1.5883 -4.1821 2.2198
O -1.4310 -4.2865 5.2753
H -3.1376 -4.5873 4.3630
H -3.0419 -2.9448 5.0800
H -1.3486 -2.3387 3.3494
H -2.9608 -2.8341 2.8178
H -1.2656 -3.7088 1.4495
H -1.0918 -3.6218 5.8792
C 0.4819 -3.6150 -4.4378
C 1.4783 -2.4692 -4.3089
O 2.6729 -2.9379 -3.6661
O 0.2307 -4.1899 -3.0550
H 0.8592 -4.3183 -5.1802
H -0.4010 -3.1291 -4.8531
H 0.9278 -1.7419 -3.7122
H 1.7835 -2.1157 -5.2938
H 3.1933 -2.1888 -3.3667
H -0.5882 -3.8281 -2.7083
C -3.1674 -2.4674 -3.5010
C -2.4299 -2.1003 -2.2910
C -3.3755 -1.4221 -1.2099
O -4.3833 -2.4226 -0.8653
C -5.5071 -1.6623 -0.2665
N -1.8864 -3.2692 -1.6230
H -2.7658 -3.3146 -4.0569
H -3.2533 -1.5678 -4.1105
H -4.1781 -2.8200 -3.2957
H -1.6988 -1.3775 -2.6534
H -3.8236 -0.5231 -1.6332
H -2.7636 -1.1923 -0.3376
H -5.2057 -0.9062 0.4585
H -6.2733 -2.1859 0.3053
H -6.1088 -1.0935 -0.9753
H -1.4349 -2.8393 -0.8284
H -2.7897 -3.4824 -1.2247
C -0.0732 3.0017 5.3517
C -1.3557 2.3686 4.6850
C -1.1032 1.1446 3.8234
O -2.2999 0.6685 3.3130
C -2.8049 1.4788 2.1926
N -2.3137 2.2355 5.7115
H 0.7948 3.1371 4.7064
H 0.3655 2.5299 6.2310
H -0.3568 3.9760 5.7496
H -1.5699 3.1981 4.0111
H -0.7630 0.3672 4.5074
H -0.3774 1.2976 3.0247
H -3.8590 1.2955 1.9845
H -2.2397 1.3791 1.2660
H -2.9435 2.5305 2.4433
H -2.4415 1.3406 6.1619
H -3.1437 2.2781 5.1375
C 5.3549 1.1453 0.6616
C 5.3056 1.8307 -0.7211
C 5.7398 3.2599 -0.8027
O 5.8807 3.7421 -2.1475
C 4.6347 3.8973 -2.8234
N 6.3091 1.0396 -1.3954
H 4.6483 1.5701 1.3747
H 6.3236 1.1969 1.1586
H 4.9358 0.1400 0.7043
H 4.3721 1.6388 -1.2501
H 6.6906 3.2502 -0.2696
H 5.1338 4.0156 -0.3029
H 4.0479 4.7765 -2.5575
H 3.9709 3.0332 -2.7975
H 4.6544 4.1354 -3.8869
H 6.5008 1.6078 -2.2082
H 7.2389 1.0588 -1.0014
C -2.4909 4.7535 0.4719
C -1.3100 5.4655 1.1293
C 0.0147 5.1277 0.3385
O 0.6199 3.9502 0.8311
C 1.9713 3.7762 0.5771
N -1.5785 6.8845 1.2877
H -3.4548 5.0632 0.8757
H -2.3081 3.6862 0.5965
H -2.5743 4.9559 -0.5959
H -1.1431 5.1111 2.1465
H 0.6523 5.9538 0.6536
H -0.0484 5.2165 -0.7460
H 2.3764 4.4054 -0.2154
H 2.1631 2.7621 0.2263
H 2.5702 3.8634 1.4836
H -1.7128 7.2611 0.3602
H -2.4490 7.0847 1.7591
C -5.9178 3.4253 -3.4557
C -5.1076 2.1556 -3.8041
C -3.5104 2.3176 -3.4685
O -3.2058 2.3907 -2.1009
C -1.8546 2.2588 -1.8655
N -5.5872 1.2236 -2.8330
H -5.8034 3.5660 -2.3809
H -6.9702 3.2668 -3.6911
H -5.5631 4.3076 -3.9884
H -5.2640 1.7314 -4.7959
H -3.0870 3.2001 -3.9481
H -3.0361 1.4330 -3.8935
H -1.8047 1.6201 -0.9837
H -1.4373 3.2302 -1.6001
H -1.1315 1.7514 -2.5041
H -5.3532 1.5560 -1.9084
H -6.5886 1.2808 -2.9512
```

Calculated values
Multiplicity: 1
Total charge: -1
E, eV: -174921.011
Frontier orbital gap, eV: 4.7
HOMO energy, eV: -4.11